1 | Below is an isolated molecule of C17H20N2O3S, with properties calculated with ωB97M-V/def2-TZVPD.

The SMILES is Nc1cc(S(=O)(=O)N2CCCCC2)ccc1Oc1ccccc1. The HOMO energy is -0.3001 Eh. The calculation puts the lowest unoccupied orbital energy at 0.77 eV. As for the HOMO-LUMO gap: 8.934 eV.

Structure (XYZ):
```
43
Properties=species:S:1:pos:R:3:lowdin_charge:R:1
N 2.214 3.419 -0.595 0.13
C 1.513 2.297 -0.232 -0.23
C 0.130 2.212 -0.375 0.00
C -0.536 1.045 -0.061 -0.27
S -2.315 1.057 -0.283 0.68
O -2.578 1.197 -1.690 -0.28
O -2.854 2.056 0.598 -0.28
N -2.758 -0.472 0.242 -0.25
C -3.201 -1.386 -0.791 -0.21
C -4.672 -1.171 -1.144 -0.18
C -5.530 -1.274 0.114 -0.20
C -5.035 -0.277 1.160 -0.18
C -3.555 -0.519 1.450 -0.21
C 0.136 -0.063 0.410 -0.06
C 1.513 0.003 0.565 0.00
C 2.201 1.160 0.241 -0.20
O 3.556 1.304 0.441 0.03
C 4.406 0.264 0.159 -0.26
C 4.159 -0.672 -0.839 -0.02
C 5.096 -1.655 -1.099 -0.08
C 6.278 -1.711 -0.380 -0.10
C 6.527 -0.768 0.603 -0.08
C 5.597 0.217 0.876 -0.01
H 1.697 4.280 -0.656 0.10
H 3.153 3.486 -0.238 0.10
H -0.436 3.056 -0.737 0.12
H -2.570 -1.212 -1.662 0.12
H -3.039 -2.407 -0.426 0.13
H -4.773 -0.177 -1.583 0.11
H -4.983 -1.911 -1.884 0.11
H -6.576 -1.076 -0.128 0.11
H -5.464 -2.288 0.518 0.11
H -5.145 0.741 0.783 0.11
H -5.610 -0.370 2.083 0.11
H -3.166 0.249 2.117 0.12
H -3.409 -1.504 1.908 0.13
H -0.408 -0.958 0.659 0.10
H 2.061 -0.847 0.946 0.13
H 3.244 -0.621 -1.410 0.12
H 4.901 -2.379 -1.876 0.11
H 7.004 -2.483 -0.589 0.10
H 7.449 -0.801 1.165 0.10
H 5.777 0.959 1.638 0.12
```

2 | Below is an isolated molecule of C17H20N2O3S, with properties calculated with ωB97M-V/def2-TZVPD.

The SMILES is CC(=O)Nc1cc(S(=O)(=O)Nc2ccc(C)cc2)c(C)cc1C. The HOMO energy is -0.3086 Eh. The calculation puts the lowest unoccupied orbital energy at 0.51 eV. As for the HOMO-LUMO gap: 8.907 eV.

Structure (XYZ):
```
43
Properties=species:S:1:pos:R:3:lowdin_charge:R:1
C 0.559 5.447 -1.184 0.00
C 1.014 4.006 -1.281 -0.52
O 2.121 3.631 -0.976 0.07
N 0.033 3.179 -1.755 0.12
C 0.113 1.778 -1.876 -0.17
C -0.893 1.010 -1.309 0.00
C -0.884 -0.368 -1.403 -0.23
S -2.311 -1.102 -0.604 0.69
O -2.291 -2.536 -0.604 -0.28
O -3.478 -0.442 -1.114 -0.29
N -2.161 -0.516 0.971 -0.06
C -1.422 -1.209 1.931 -0.30
C -1.849 -1.275 3.252 -0.02
C -1.089 -1.938 4.198 -0.05
C 0.103 -2.558 3.852 -0.29
C 0.919 -3.301 4.867 -0.06
C 0.521 -2.486 2.528 -0.03
C -0.222 -1.816 1.576 -0.02
C 0.132 -1.031 -2.075 -0.24
C 0.203 -2.519 -2.222 -0.04
C 1.123 -0.242 -2.656 0.01
C 1.139 1.142 -2.591 -0.18
C 2.198 1.917 -3.302 -0.03
H -0.197 5.545 -0.407 0.08
H 0.136 5.778 -2.129 0.08
H 1.409 6.072 -0.927 0.08
H -0.908 3.547 -1.754 0.15
H -1.714 1.476 -0.786 0.12
H -3.040 -0.144 1.301 0.12
H -2.779 -0.803 3.537 0.11
H -1.437 -1.979 5.220 0.11
H 1.966 -3.010 4.804 0.08
H 0.860 -4.374 4.684 0.08
H 0.560 -3.105 5.874 0.07
H 1.448 -2.959 2.238 0.12
H 0.117 -1.762 0.555 0.09
H 1.148 -2.888 -1.825 0.09
H -0.618 -3.004 -1.705 0.05
H 0.162 -2.786 -3.277 0.09
H 1.911 -0.740 -3.204 0.13
H 2.887 2.353 -2.580 0.08
H 1.755 2.738 -3.864 0.09
H 2.753 1.276 -3.981 0.08
```

In eV, relative to the most stable structure: 1 0.744; 2 0.000.

1 | Below is a 2-piece molecular cluster, C6H11FN2 overall, with properties calculated with ωB97M-V/def2-TZVPD.

The HOMO energy (spin up / spin down) is -0.2908 / -0.2907 Eh. The calculation puts the lowest unoccupied orbital energy (spin up / spin down) at 0.13 / 0.13 eV. As for the HOMO-LUMO gap (spin up / spin down): 8.039 / 8.038 eV.

Structure (XYZ):
```
20
Properties=species:S:1:pos:R:3:lowdin_charge:R:1
C 1.243 0.435 0.082 -0.50
C -1.362 -0.369 -0.001 -0.19
C 1.916 0.140 1.396 -0.04
C 1.207 -2.068 -0.499 -0.11
C -3.128 1.376 -0.299 -0.11
C 0.875 -0.621 -0.832 -0.10
N 1.170 1.720 -0.206 0.09
N -1.910 0.644 -0.448 0.02
F -1.413 -1.252 0.928 0.14
H 2.573 0.998 1.546 0.08
H 1.172 0.372 2.114 0.07
H 2.411 -0.766 1.381 0.04
H 1.047 -2.264 0.627 0.10
H 0.490 -2.623 -1.041 0.05
H 2.155 -2.391 -0.937 0.08
H -3.386 1.688 0.747 0.10
H -3.906 1.061 -0.891 0.04
H -2.708 2.357 -0.764 0.11
H 0.948 -0.280 -1.853 0.10
H 0.607 1.841 -1.053 0.03
```

2 | Below is a 2-piece molecular cluster, C6H11FN2 overall, with properties calculated with ωB97M-V/def2-TZVPD.

The HOMO energy (spin up / spin down) is -0.3944 / -0.2667 Eh. The calculation puts the lowest unoccupied orbital energy (spin up / spin down) at -0.60 / -2.45 eV. As for the HOMO-LUMO gap (spin up / spin down): 10.135 / 4.812 eV.

Structure (XYZ):
```
20
Properties=species:S:1:pos:R:3:lowdin_charge:R:1
C 3.165 0.572 0.604 -0.15
C -0.681 -1.463 -0.495 -0.08
C 0.243 0.878 -0.867 -0.05
C -2.385 0.408 -0.344 -0.04
C -0.368 0.216 1.196 0.00
C -0.929 -0.012 -0.104 -0.63
N 4.186 -0.377 0.776 0.09
N 3.144 -0.913 0.342 0.15
F 2.374 0.913 1.763 -0.05
H -0.555 -2.146 0.392 0.09
H 0.306 -1.623 -0.939 0.07
H -1.420 -1.948 -1.124 0.07
H 1.154 0.635 -0.409 -0.02
H 0.088 0.747 -2.044 0.12
H -0.058 1.969 -0.809 0.09
H -2.349 1.426 -0.249 0.04
H -3.097 -0.006 0.400 0.10
H -2.689 0.122 -1.360 0.09
H -0.535 1.085 1.818 0.08
H 0.405 -0.484 1.453 0.05
```

In eV, relative to the most stable structure: 1 0.000; 2 3.177.

1 | Below is an isolated molecule of C6H12S, with properties calculated with ωB97M-V/def2-TZVPD.

The SMILES is CC(C)(C)[C@@H]1CS1. The HOMO energy is -0.3189 Eh. The calculation puts the lowest unoccupied orbital energy at 0.86 eV. As for the HOMO-LUMO gap: 9.533 eV.

Structure (XYZ):
```
19
Properties=species:S:1:pos:R:3:lowdin_charge:R:1
C 1.349 -0.774 0.589 -0.06
C 0.380 0.316 -0.050 -0.56
C 0.575 1.710 0.665 -0.05
C 0.453 0.224 -1.583 -0.06
C -1.014 -0.181 0.388 -0.71
C -1.912 -1.226 -0.041 -0.45
S -2.660 0.431 0.077 0.82
H 1.202 -1.765 0.081 0.09
H 1.103 -1.114 1.620 0.08
H 2.441 -0.491 0.597 0.09
H 1.593 2.175 0.559 0.09
H -0.014 2.513 0.152 0.08
H 0.235 1.608 1.721 0.09
H 1.420 0.421 -2.065 0.08
H -0.239 0.938 -2.048 0.08
H 0.050 -0.785 -1.809 0.08
H -0.890 -0.314 1.476 0.09
H -1.969 -1.634 -1.110 0.09
H -2.105 -2.053 0.781 0.12
```

2 | Below is an isolated molecule of C6H12S, with properties calculated with ωB97M-V/def2-TZVPD.

The SMILES is C=CCCCSC. The HOMO energy is -0.3065 Eh. The calculation puts the lowest unoccupied orbital energy at 0.94 eV. As for the HOMO-LUMO gap: 9.280 eV.

Structure (XYZ):
```
19
Properties=species:S:1:pos:R:3:lowdin_charge:R:1
C -0.878 1.524 -1.089 -0.04
C 0.226 1.855 -0.447 -0.19
C 1.396 0.942 -0.295 -0.19
C 1.134 -0.034 1.012 -0.21
C 0.784 -1.420 0.552 -0.54
S -0.299 -1.585 -0.845 0.82
C -1.935 -1.255 -0.111 -0.36
H -1.835 2.096 -0.883 0.09
H -0.918 0.641 -1.654 -0.01
H 0.448 2.694 0.160 0.09
H 1.538 0.227 -0.998 0.03
H 2.350 1.417 -0.195 0.09
H 1.940 -0.005 1.761 0.11
H 0.392 0.447 1.551 0.06
H 1.673 -2.018 0.290 0.08
H 0.487 -2.044 1.384 0.07
H -2.416 -0.692 -0.899 0.01
H -2.381 -2.217 -0.036 0.01
H -1.708 -0.573 0.741 0.06
```

3 | Below is an isolated molecule of C6H12S, with properties calculated with ωB97M-V/def2-TZVPD.

The SMILES is CC/C=C(/C)CS. The HOMO energy is -0.3241 Eh. The calculation puts the lowest unoccupied orbital energy at 0.89 eV. As for the HOMO-LUMO gap: 9.706 eV.

Structure (XYZ):
```
19
Properties=species:S:1:pos:R:3:lowdin_charge:R:1
C 2.137 -1.269 -0.497 -0.11
C 1.395 -0.684 0.707 -0.25
C 0.667 0.501 0.173 -0.14
C -0.620 0.673 0.082 -0.35
C -1.073 2.036 -0.339 -0.08
C -1.715 -0.262 0.577 -0.54
S -1.825 -1.906 -0.128 0.71
H 2.778 -0.461 -0.921 0.08
H 2.716 -2.150 -0.247 0.06
H 1.445 -1.512 -1.288 0.06
H 0.720 -1.411 1.161 0.08
H 2.056 -0.315 1.518 0.12
H 1.324 1.290 -0.119 0.11
H -0.478 2.885 -0.018 0.08
H -2.103 2.214 -0.078 0.06
H -1.073 2.155 -1.449 0.09
H -1.443 -0.484 1.616 0.07
H -2.670 0.250 0.643 0.07
H -2.239 -1.550 -1.394 -0.12
```

In eV, relative to the most stable structure: 1 0.456; 2 1.189; 3 0.000.